No. 1
This record from OMol25 describes a gas-phase ion, C2H5NO4PS (charge -1) in a non-equilibrium geometry. The level of theory is wB97M-V/def2-TZVPD.

Structure (ORCA input):
```
! wB97M-V def2-TZVPD RIJCOSX def2/J DEFGRID3
* xyz -1 1
C 0.063 -1.039 0.729
C 0.209 0.437 0.605
N -1.031 -1.749 0.292
O 1.130 0.285 -1.941
O 1.017 -1.585 1.221
O 1.646 2.740 -1.240
O 0.234 2.516 -1.000
P -0.066 0.840 -1.222
S -1.937 0.642 -1.774
H 1.298 0.801 0.568
H -0.387 1.092 1.160
H -1.745 -1.104 -0.028
H -0.962 -2.502 -0.337
H 1.813 2.453 -2.126
*
```

Computed properties:
Relative energy (zero: lowest compared OMol25 entry of this formula, charge and spin) = 2.6 kcal per mole
F_max = 3.63 eV/Å
HOMO-LUMO gap = 8.456 eV
SMILES = NC(=O)C[P@@]([O-])(=S)OO
Molecular weight = 170.106 g mol⁻¹


No. 2
This record from OMol25 describes 12 unconnected molecules or ions with the total composition C36H87N7O5S5 in a non-equilibrium geometry. The level of theory is wB97M-V/def2-TZVPD.

Structure (ORCA input):
```
! wB97M-V def2-TZVPD RIJCOSX def2/J DEFGRID3
* xyz 1 2
C -3.526 0.764 -1.496
C -4.239 -0.345 -2.274
N -4.395 -0.130 -3.719
C -5.049 1.138 -4.039
C -6.380 1.394 -3.250
C -5.159 -1.237 -4.304
C -4.438 -2.538 -4.243
H -2.678 1.114 -2.084
H -3.106 0.336 -0.586
H -4.117 1.655 -1.285
H -3.656 -1.249 -2.095
H -5.187 -0.446 -1.747
H -4.325 1.922 -3.820
H -5.193 1.136 -5.119
H -7.073 0.587 -3.488
H -6.299 1.547 -2.174
H -6.920 2.234 -3.687
H -5.314 -1.044 -5.366
H -6.176 -1.262 -3.914
H -4.402 -2.914 -3.221
H -3.449 -2.490 -4.698
H -5.099 -3.232 -4.763
C 6.245 1.192 0.233
C 5.775 1.875 -1.019
N 5.034 3.163 -0.803
C 3.668 2.815 -0.428
C 2.980 3.966 0.320
C 5.025 4.103 -1.946
C 6.402 4.757 -2.204
H 6.959 0.383 0.077
H 5.475 0.655 0.787
H 6.719 1.978 0.820
H 6.632 2.062 -1.666
H 5.164 1.214 -1.634
H 3.096 2.571 -1.323
H 3.716 2.002 0.296
H 2.754 4.752 -0.400
H 2.054 3.592 0.756
H 3.534 4.456 1.122
H 4.300 4.904 -1.808
H 4.576 3.691 -2.850
H 6.874 5.270 -1.366
H 6.251 5.537 -2.950
H 7.122 4.064 -2.640
C -2.005 -3.689 -1.416
C -0.622 -4.030 -2.029
N -0.415 -5.421 -2.457
C -1.288 -5.820 -3.552
C -1.415 -4.776 -4.672
C -0.418 -6.435 -1.403
C 0.911 -6.392 -0.611
H -2.120 -3.837 -0.342
H -2.751 -4.312 -1.910
H -2.183 -2.647 -1.681
H -0.242 -3.321 -2.765
H 0.028 -3.756 -1.198
H -0.831 -6.696 -4.011
H -2.232 -6.157 -3.122
H -1.860 -5.175 -5.583
H -2.066 -4.003 -4.262
H -0.415 -4.407 -4.901
H -0.595 -7.430 -1.812
H -1.192 -6.294 -0.648
H 0.868 -7.119 0.200
H 1.087 -5.428 -0.132
H 1.758 -6.553 -1.277
C -2.527 -2.333 5.550
C -3.708 -2.581 4.691
N -4.610 -2.798 4.014
H -1.727 -1.957 4.912
H -2.134 -3.195 6.088
H -2.792 -1.510 6.213
C -5.147 -1.561 1.250
C -5.499 -2.519 0.165
N -5.727 -3.296 -0.694
H -4.906 -0.590 0.817
H -4.246 -2.022 1.654
H -5.918 -1.378 1.998
C 3.147 -3.450 -4.471
C 2.864 -2.626 -3.300
N 2.575 -1.969 -2.372
H 2.516 -4.323 -4.303
H 4.183 -3.776 -4.374
H 3.026 -3.058 -5.480
C 3.188 -2.892 4.584
C 1.768 -3.103 4.917
N 0.670 -3.240 5.114
H 3.360 -1.856 4.875
H 3.452 -3.143 3.556
H 3.724 -3.500 5.312
C -4.072 2.885 4.358
S -3.062 1.842 3.208
O -3.338 0.346 3.472
C -3.885 2.427 1.632
H -3.876 2.445 5.336
H -5.129 2.746 4.131
H -3.923 3.965 4.345
H -4.854 1.941 1.517
H -3.266 2.174 0.771
H -4.044 3.504 1.687
C -0.137 5.205 -3.297
S 0.536 3.569 -3.980
O 1.997 3.786 -4.371
C 0.441 2.680 -2.400
H -1.162 4.937 -3.041
H -0.111 5.970 -4.072
H 0.431 5.518 -2.420
H 0.845 1.675 -2.521
H -0.601 2.648 -2.082
H 1.077 3.168 -1.662
C 5.191 0.725 6.142
S 5.140 0.692 4.332
O 3.646 0.568 4.044
C 5.638 2.442 3.907
H 6.235 0.670 6.452
H 4.772 -0.253 6.377
H 4.622 1.546 6.577
H 4.681 2.960 3.973
H 5.907 2.578 2.859
H 6.340 3.005 4.522
C -0.472 4.092 2.794
S 0.615 4.619 4.227
O -0.094 4.025 5.444
C 2.098 3.567 3.917
H -0.620 3.016 2.886
H 0.011 4.393 1.865
H -1.428 4.600 2.928
H 2.734 3.963 3.125
H 1.799 2.550 3.665
H 2.692 3.681 4.824
C 1.852 -0.674 1.353
S 0.359 0.372 1.767
O 0.283 1.411 0.629
C -0.877 -0.998 1.504
H 2.677 -0.299 1.958
H 2.043 -0.727 0.281
H 1.779 -1.726 1.628
H -1.898 -0.621 1.455
H -0.730 -1.754 2.275
H -0.569 -1.419 0.547
*
```

Computed properties:
<S²> = 0.76
F_max = 3.69 eV/Å
HOMO-LUMO gap (alpha / beta) = 6.237 / 1.494 eV
Molecular weight = 858.471 g mol⁻¹


No. 3
This record from OMol25 describes a molecular structure, C4H4N2O4Ti in a non-equilibrium geometry. The level of theory is wB97M-V/def2-TZVPD.

Structure (ORCA input):
```
! wB97M-V def2-TZVPD RIJCOSX def2/J DEFGRID3
* xyz 2 3
O -1.743 -0.651 -2.152
C -0.869 -0.399 -1.415
Ti 0.538 0.049 -0.029
C 1.324 1.749 -0.655
C 1.671 -1.566 0.067
O 1.667 2.846 -0.888
O 2.231 -2.570 0.293
N -0.705 0.790 3.958
C -0.976 0.484 2.682
N -2.267 0.287 2.393
O -0.042 0.393 1.824
H -1.451 0.860 4.632
H 0.246 0.949 4.235
H -2.537 0.053 1.446
H -2.978 0.371 3.113
*
```

Computed properties:
<S²> = 2.01
F_max = 9.74 eV/Å
HOMO-LUMO gap (alpha / beta) = 7.622 / 8.152 eV
Molecular weight = 191.953 g mol⁻¹


No. 4
This record from OMol25 describes a molecular structure, C42H50F3N2O4PRhSSe in a non-equilibrium geometry. The level of theory is wB97M-V/def2-TZVPD.

Structure (ORCA input):
```
! wB97M-V def2-TZVPD RIJCOSX def2/J DEFGRID3
* xyz 1 1
Rh 0.968 0.239 -0.604
O -0.165 0.651 1.752
C 0.943 0.353 1.381
C 2.173 0.084 2.203
C 2.250 0.343 3.560
C 3.460 0.157 4.218
C 4.574 -0.289 3.517
C 4.488 -0.561 2.158
C 3.274 -0.382 1.507
P 2.965 -0.717 -0.259
C 4.483 -0.230 -1.092
C 4.859 1.113 -0.996
C 6.084 1.528 -1.485
C 6.938 0.604 -2.078
C 6.558 -0.723 -2.195
C 5.328 -1.147 -1.706
C 2.819 -2.505 -0.446
C 2.552 -2.987 -1.730
C 2.307 -4.337 -1.921
C 2.327 -5.207 -0.837
C 2.580 -4.727 0.439
C 2.818 -3.373 0.640
H 1.371 0.704 4.082
H 3.538 0.367 5.277
H 5.515 -0.427 4.036
H 5.352 -0.914 1.608
H 4.189 1.828 -0.531
H 6.379 2.566 -1.402
H 7.904 0.922 -2.447
H 7.221 -1.439 -2.661
H 5.041 -2.185 -1.797
H 2.538 -2.302 -2.573
H 2.091 -4.708 -2.914
H 2.141 -6.262 -0.991
H 2.592 -5.407 1.281
H 3.007 -2.998 1.638
C -3.847 -3.992 1.192
C -2.912 -4.459 2.314
C -1.462 -3.984 2.174
C -1.199 -2.544 2.597
N -1.943 -1.552 1.815
C -1.691 -1.215 0.545
Se -0.294 -1.871 -0.537
N -2.593 -0.313 0.141
C -2.756 0.177 -1.244
C -3.427 -0.861 -2.133
C -4.899 -1.104 -1.791
C -5.812 0.023 -2.270
C -3.434 -0.020 1.204
C -4.514 0.854 1.316
C -5.178 0.872 2.524
C -4.781 0.048 3.593
C -3.699 -0.799 3.487
C -3.027 -0.813 2.267
H -4.773 -4.567 1.205
H -3.380 -4.139 0.214
H -4.124 -2.941 1.284
H -2.903 -5.550 2.315
H -3.311 -4.145 3.285
H -1.136 -4.120 1.140
H -0.816 -4.604 2.801
H -0.137 -2.317 2.496
H -1.487 -2.400 3.637
H -1.777 0.429 -1.641
H -3.345 1.092 -1.187
H -2.859 -1.789 -2.055
H -3.328 -0.524 -3.166
H -5.016 -1.241 -0.711
H -5.214 -2.037 -2.263
H -5.566 0.979 -1.798
H -6.857 -0.194 -2.046
H -5.721 0.154 -3.350
H -4.828 1.480 0.492
H -6.025 1.532 2.651
H -5.344 0.072 4.516
H -3.400 -1.430 4.313
C -1.914 5.189 2.015
C -2.323 4.703 0.626
C -1.139 4.599 -0.338
S 0.029 3.343 0.246
O -0.028 2.272 -0.859
C 1.636 4.168 0.007
C 2.249 3.918 -1.367
C 1.552 4.660 -2.501
H -2.789 5.407 2.626
H -1.318 6.102 1.947
H -1.321 4.437 2.539
H -3.051 5.393 0.197
H -2.805 3.724 0.710
H -0.627 5.557 -0.421
H -1.439 4.247 -1.325
H 2.262 3.752 0.801
H 1.484 5.229 0.210
H 2.235 2.847 -1.583
H 3.298 4.222 -1.316
H 0.522 4.320 -2.618
H 2.062 4.474 -3.445
H 1.549 5.738 -2.323
F 0.074 0.047 -6.059
C 0.917 0.420 -5.100
F 1.067 1.755 -5.185
F 2.114 -0.138 -5.371
C 0.429 0.007 -3.688
O -0.616 -0.606 -3.593
O 1.247 0.395 -2.785
*
```

Computed properties:
Relative energy (zero: lowest compared OMol25 entry of this formula, charge and spin) = 13.4 kcal per mole
F_max = 1.71 eV/Å
HOMO-LUMO gap (alpha / beta) = 6.519 / 6.519 eV
Molecular weight = 948.773 g mol⁻¹


No. 5
This record from OMol25 describes 6 unconnected molecules or ions with the total composition C5H20IO5. The level of theory is wB97M-V/def2-TZVPD.

Structure (ORCA input):
```
! wB97M-V def2-TZVPD RIJCOSX def2/J DEFGRID3
* xyz -1 1
I -0.105 0.819 0.406
C 0.281 -2.377 3.092
O -0.837 -2.134 2.251
H -0.048 -2.417 4.136
H 0.749 -3.331 2.836
H 1.014 -1.570 3.018
H -0.601 -1.383 1.679
C 1.033 -3.069 -0.795
O 1.702 -1.891 -1.192
H 1.489 -3.911 -1.320
H 1.111 -3.266 0.281
H -0.034 -3.050 -1.051
H 1.446 -1.191 -0.572
C 2.213 3.637 -1.291
O 2.843 2.852 -0.316
H 2.958 4.330 -1.686
H 1.811 3.046 -2.125
H 1.385 4.227 -0.874
H 2.196 2.188 -0.030
C -3.748 0.785 2.550
O -3.609 1.280 1.231
H -3.289 1.460 3.287
H -4.815 0.725 2.757
H -3.278 -0.196 2.656
H -2.674 1.161 0.999
C 0.244 0.295 -3.543
O -0.252 1.566 -3.172
H 0.426 0.307 -4.621
H 1.182 0.044 -3.041
H -0.474 -0.510 -3.343
H -0.317 1.572 -2.208
*
```

Computed properties:
Relative energy (zero: lowest compared OMol25 entry of this formula, charge and spin) = 0.0 kcal per mole
F_max = 0.54 eV/Å
HOMO-LUMO gap = 8.634 eV
Molecular weight = 287.114 g mol⁻¹


No. 6
This record from OMol25 describes 2 unconnected molecules or ions with the total composition C5H8N2O in a non-equilibrium geometry. The level of theory is wB97M-V/def2-TZVPD.

Structure (ORCA input):
```
! wB97M-V def2-TZVPD RIJCOSX def2/J DEFGRID3
* xyz 0 1
C -0.307 1.037 1.179
C -0.079 1.004 -0.292
C -0.696 -0.035 -1.314
C -0.007 -1.373 -1.102
C 1.018 0.634 0.627
H -1.191 -1.127 0.602
H -0.735 1.897 1.859
H 0.293 1.960 -0.686
H -1.830 -0.229 -1.246
H -0.715 0.729 -2.268
H -0.547 -2.296 -1.332
H 1.920 -1.091 1.401
H 1.895 1.453 0.491
N 0.814 -1.784 -0.184
N 1.350 -0.786 0.562
O -1.182 0.006 1.703
*
```

Computed properties:
Relative energy (zero: lowest compared OMol25 entry of this formula, charge and spin) = 181.6 kcal per mole
F_max = 5.22 eV/Å
HOMO-LUMO gap = 8.636 eV
Molecular weight = 112.132 g mol⁻¹


No. 7
This record from OMol25 describes 7 unconnected molecules or ions with the total composition C24H53F2NO16 in a non-equilibrium geometry. The level of theory is wB97M-V/def2-TZVPD.

Structure (ORCA input):
```
! wB97M-V def2-TZVPD RIJCOSX def2/J DEFGRID3
* xyz 0 1
N 39.286 47.999 47.858
H 39.133 48.714 47.225
H 40.038 47.461 47.330
H 38.533 47.426 48.191
H 39.657 48.494 48.730
O 39.317 50.965 49.008
H 39.501 51.417 49.790
C 37.261 51.858 46.443
C 37.879 53.188 47.035
O 36.772 53.763 47.653
C 35.656 53.169 47.344
O 34.491 53.396 47.851
O 35.841 52.086 46.616
F 38.479 53.912 46.081
H 37.509 51.016 46.939
H 37.489 51.711 45.568
H 38.600 53.138 47.926
C 41.611 52.634 47.647
C 41.450 51.419 46.682
O 42.722 51.143 46.324
C 43.549 51.765 47.082
O 44.776 51.483 46.942
O 42.935 52.540 48.012
F 40.559 51.521 45.682
H 41.063 52.758 48.735
H 41.613 53.499 47.149
H 41.359 50.492 47.335
C 45.356 45.323 53.514
O 45.133 46.723 53.885
C 43.844 46.957 54.501
C 43.781 48.349 55.114
O 43.712 49.128 54.139
C 43.309 50.588 54.376
C 43.578 51.461 53.122
O 42.620 50.919 52.101
C 42.205 51.923 51.203
H 44.315 44.900 53.260
H 46.005 44.696 54.280
H 46.057 45.143 52.761
H 43.387 46.126 55.138
H 43.053 46.791 53.601
H 44.651 48.459 55.801
H 42.861 48.501 55.767
H 43.917 50.682 55.242
H 42.063 50.718 54.546
H 44.487 51.399 52.734
H 43.146 52.504 53.408
H 43.208 52.463 50.877
H 41.767 52.751 51.715
H 41.477 51.334 50.564
C 33.786 51.724 53.676
O 35.100 51.662 53.227
C 35.320 51.058 52.028
C 36.889 50.841 51.820
O 37.360 49.982 52.452
C 38.768 49.807 52.475
C 39.270 48.823 53.615
O 38.636 47.613 53.566
C 38.956 46.664 54.563
H 33.931 52.494 54.420
H 33.456 50.767 53.933
H 33.272 52.044 52.804
H 34.783 51.780 51.263
H 34.991 50.220 51.661
H 37.589 51.636 51.914
H 36.771 50.755 50.756
H 39.247 50.784 52.626
H 38.965 49.272 51.535
H 38.815 49.034 54.585
H 40.311 48.806 53.491
H 38.791 47.167 55.697
H 40.052 46.406 54.562
H 38.492 45.675 54.428
C 45.548 55.742 45.817
O 44.398 54.842 46.085
C 43.405 54.831 45.210
C 42.501 56.044 45.651
O 41.843 55.884 46.682
C 41.373 56.960 47.378
C 40.514 56.281 48.513
O 41.312 55.596 49.314
C 40.532 54.939 50.371
H 46.258 55.400 46.306
H 45.403 56.781 46.256
H 45.641 55.952 44.750
H 42.930 53.860 45.131
H 43.729 54.830 44.107
H 41.875 56.323 44.877
H 43.139 56.740 45.649
H 40.815 57.326 46.824
H 42.071 57.633 47.748
H 39.758 55.763 47.860
H 40.067 57.101 49.143
H 39.742 55.663 50.856
H 41.263 54.738 51.141
H 40.017 54.077 49.958
*
```

Computed properties:
Relative energy (zero: lowest compared OMol25 entry of this formula, charge and spin) = 146.3 kcal per mole
F_max = 17.44 eV/Å
HOMO-LUMO gap = 6.673 eV
Molecular weight = 649.675 g mol⁻¹


No. 8
This record from OMol25 describes a gas-phase ion, C3H7N2O (charge +1) in a non-equilibrium geometry. The level of theory is wB97M-V/def2-TZVPD.

Structure (ORCA input):
```
! wB97M-V def2-TZVPD RIJCOSX def2/J DEFGRID3
* xyz 1 1
C 0.223 0.445 -0.060
C 0.128 1.905 -0.021
C -0.607 -1.821 0.078
N 1.647 -0.133 0.184
N -0.751 -0.383 0.083
O 2.456 -0.274 -0.645
H -0.114 2.264 -1.028
H 1.076 2.363 0.261
H -0.661 2.249 0.651
H 0.047 -2.149 -0.729
H -1.581 -2.290 -0.041
H -0.174 -2.154 1.025
H -1.690 -0.023 0.242
*
```

Computed properties:
Relative energy (zero: lowest compared OMol25 entry of this formula, charge and spin) = 93.6 kcal per mole
F_max = 1.22 eV/Å
HOMO-LUMO gap = 9.040 eV
SMILES = C/[NH+]=C(/C)N=O
Molecular weight = 87.102 g mol⁻¹